Entry 1:
Computed, not measured: C13H23BF4N2OPZn as an isolated structure, with the ωB97M-V functional and the def2-TZVPD basis.

Highest occupied orbital energy, hartree: -0.4620
Relative energy (zero: lowest compared OMol25 entry of this formula, charge and spin), kcal/mol: 0.00
E, Eh: -3239.046354
F_max, hartree/bohr: 0.011
Frontier orbital gap, eV: 10.3

Geometry as ORCA input:
```
! wB97M-V def2-TZVPD RIJCOSX def2/J DEFGRID3
* xyz 1 1
Zn -0.622 -0.212 0.098
C -1.869 -0.892 -3.306
C -0.785 -1.529 -2.482
C -1.092 -2.105 -1.237
C -0.100 -2.745 -0.487
C 1.213 -2.773 -0.941
C 1.517 -2.206 -2.169
C 0.527 -1.594 -2.930
H -2.461 -0.193 -2.711
H -2.554 -1.655 -3.684
H -1.452 -0.366 -4.165
H -2.135 -2.200 -0.952
H -0.365 -3.252 0.432
H 1.983 -3.250 -0.350
H 2.531 -2.252 -2.547
H 0.779 -1.173 -3.897
F -2.574 0.277 -0.097
B -2.716 1.713 0.361
F -3.873 1.814 1.066
F -2.617 2.495 -0.770
F -1.565 1.880 1.189
C -0.163 -2.030 4.199
P -0.780 -0.643 3.254
C -0.332 0.857 4.111
C -2.566 -0.726 3.199
O -0.165 -0.696 1.856
H -0.447 -1.938 5.249
H 0.924 -2.043 4.118
H -0.563 -2.960 3.795
H -0.781 0.871 5.106
H -0.698 1.705 3.532
H 0.753 0.917 4.199
H -2.966 -0.902 4.200
H -2.871 -1.541 2.541
H -2.961 0.212 2.809
C -0.081 3.076 -3.755
N -0.009 3.129 -2.288
C -0.367 4.384 -1.611
C 0.164 2.041 -1.610
N 0.312 1.068 -0.996
H 0.469 3.921 -4.163
H -1.119 3.126 -4.084
H 0.373 2.155 -4.111
H 0.353 5.155 -1.877
H -0.366 4.232 -0.535
H -1.367 4.689 -1.918
*
```

Mulliken atomic charge list, values in e, 2 entries: 1.153, -1.475

---

Entry 2:
Computed, not measured: C13H23BFeN6Si as an isolated structure, with the ωB97M-V functional and the def2-TZVPD basis.

Highest occupied orbital energy (alpha / beta), hartree: -0.2319 / -0.2689
Relative energy (zero: lowest compared OMol25 entry of this formula, charge and spin), kcal/mol: 21.74
E, Eh: -2415.681647
F_max, hartree/bohr: 0.101
Frontier orbital gap (alpha / beta), eV: 6.4 / 7.2

Geometry as ORCA input:
```
! wB97M-V def2-TZVPD RIJCOSX def2/J DEFGRID3
* xyz 0 5
H 0.230 3.122 0.722
N 0.450 1.581 -0.719
B -0.463 0.202 -2.709
N -0.012 1.528 -2.033
C -0.121 2.786 -2.501
Fe 1.594 0.450 0.153
H -0.303 2.968 -3.552
C 0.076 3.668 -1.440
H 0.051 4.732 -1.483
C 0.298 2.875 -0.319
H -0.468 0.346 -3.909
C -1.823 -1.686 2.518
H -2.136 -2.707 2.719
H -0.727 -1.696 2.346
H -2.292 -1.323 1.594
N -1.968 -0.222 -2.322
N 0.649 -0.799 -2.329
N -2.415 -0.453 -1.040
N 1.229 -0.881 -1.061
C -3.019 -0.329 -3.177
C 1.127 -1.812 -3.082
H -2.860 -0.192 -4.239
H 0.896 -1.856 -4.131
C -4.164 -0.609 -2.451
C 1.858 -2.673 -2.256
C -3.743 -0.676 -1.112
C 1.813 -2.125 -0.969
H -5.167 -0.743 -2.824
H 2.308 -3.602 -2.550
H -4.368 -0.869 -0.243
H 2.000 -2.575 0.005
H -2.012 -0.987 3.312
C 0.688 0.063 4.316
Si 1.369 0.285 2.546
C 2.035 2.047 2.420
C 2.623 -1.069 2.170
H -0.120 0.790 4.522
H 1.496 0.244 5.054
H 0.290 -0.953 4.495
H 2.795 2.168 3.200
H 2.483 2.285 1.436
H 1.203 2.747 2.599
H 3.402 -1.033 2.935
H 2.119 -2.043 2.208
H 3.098 -0.976 1.178
*
```

Mulliken atomic charge list, values in e, 2 entries: 0.422, 0.230

---

Entry 3:
Computed, not measured: the molecule C13H23BN4O4, with the ωB97M-V functional and the def2-TZVPD basis.

Highest occupied orbital energy, hartree: -0.2947
Structure (SMILES): Cc1[nH]ncc1CN1C[C@H](CCCB(O)O)[C@](N)(C(=O)O)C1
Relative energy (zero: lowest compared OMol25 entry of this formula, charge and spin), kcal/mol: 40.53
E, Eh: -1054.037063
F_max, hartree/bohr: 0.064
Frontier orbital gap, eV: 8.4

Geometry as ORCA input:
```
! wB97M-V def2-TZVPD RIJCOSX def2/J DEFGRID3
* xyz 0 1
O 2.365 2.837 1.316
N -3.007 -0.615 2.083
O 0.884 -3.713 0.616
O 0.279 -1.591 1.593
O 0.182 3.308 1.656
B 1.228 -2.516 1.192
C 1.264 2.862 0.891
C -2.615 0.287 1.182
C -2.743 -1.603 0.089
C -2.570 -0.273 -0.096
N -2.932 -1.840 1.429
N -0.900 1.087 -1.434
N 1.449 3.385 -1.502
C -2.540 -2.619 -0.953
C -2.202 0.433 -1.423
C 2.707 -1.971 1.226
C 2.844 -1.077 0.046
C 0.351 0.254 -1.567
C 2.199 0.276 0.343
C -0.637 2.262 -0.548
C 1.538 0.967 -0.933
C 0.906 2.418 -0.559
H -0.072 -3.689 0.384
H -0.673 -1.650 1.492
H 0.488 3.501 2.549
H -2.504 1.345 1.466
H -3.408 -2.692 1.779
H 0.885 4.318 -1.478
H 2.396 3.574 -1.255
H -3.279 -2.334 -1.752
H -1.571 -2.428 -1.450
H -2.737 -3.597 -0.597
H -3.041 1.109 -1.718
H -2.269 -0.279 -2.207
H 3.331 -2.885 1.260
H 2.796 -1.387 2.156
H 2.475 -1.649 -0.881
H 3.873 -0.719 -0.169
H 0.041 -0.788 -1.290
H 0.555 0.214 -2.645
H 1.469 0.152 1.096
H 2.979 0.921 0.737
H -1.192 3.131 -1.051
H -0.969 2.214 0.544
H 2.378 1.057 -1.618
*
```

Mulliken atomic charge list, values in e, 2 entries: -0.548, -0.776

---

Entry 4:
Computed, not measured: C13H23BN6OSiZn as an isolated structure, with the ωB97M-V functional and the def2-TZVPD basis.

Highest occupied orbital energy (alpha / beta), hartree: -0.3103 / -0.3102
Relative energy (zero: lowest compared OMol25 entry of this formula, charge and spin), kcal/mol: 142.36
E, Eh: -3006.499412
F_max, hartree/bohr: 0.110
Frontier orbital gap (alpha / beta), eV: 6.1 / 5.1

Geometry as ORCA input:
```
! wB97M-V def2-TZVPD RIJCOSX def2/J DEFGRID3
* xyz 0 1
H 1.926 -2.079 0.347
N -0.131 -1.640 0.375
B -2.602 -1.464 0.857
N -1.207 -2.149 1.063
C -0.792 -3.155 1.865
Zn -0.119 0.002 -1.448
H -1.513 -3.689 2.481
C 0.573 -3.300 1.693
H 1.241 -4.005 2.176
C 0.950 -2.329 0.750
H -3.483 -2.040 1.426
C -0.592 1.976 -1.588
H 0.496 2.136 -1.742
H -1.005 2.767 -0.995
H -1.066 1.932 -2.584
N -2.785 -1.376 -0.686
N -2.412 -0.002 1.339
N -1.793 -0.748 -1.491
N -1.418 0.768 0.759
C -3.749 -1.897 -1.489
C -3.007 0.681 2.346
H -4.608 -2.413 -1.093
H -3.808 0.235 2.907
C -3.403 -1.610 -2.824
C -2.386 1.936 2.427
C -2.197 -0.907 -2.767
C -1.397 1.928 1.409
H -3.940 -1.857 -3.720
H -2.600 2.732 3.104
H -1.553 -0.544 -3.552
H -0.720 2.718 1.124
H 0.566 -1.333 -2.069
C 3.983 0.350 -1.364
Si 2.889 1.133 -0.010
C 3.843 0.784 1.602
C 2.914 3.010 -0.345
O 1.397 0.579 0.040
H 5.005 0.749 -1.286
H 3.613 0.558 -2.378
H 4.039 -0.742 -1.245
H 4.902 1.078 1.528
H 3.392 1.327 2.443
H 3.801 -0.290 1.837
H 2.447 3.260 -1.308
H 2.361 3.543 0.441
H 3.946 3.387 -0.356
*
```

Mulliken atomic charge list, values in e, 2 entries: 0.398, 0.363